No. 1
Computed, not measured: a structure of composition C2H2O4Pd, with ωB97M-V/def2-TZVPD.

Computed properties:
frontier orbital gap (alpha / beta) = 0.1745 / 0.2975 hartree
net charge = -1
total energy = -13770.0636 eV
spin multiplicity = 4
expectation value of S² = 3.756
energy above the lowest of the compared OMol25 structures with the same formula, charge and spin = 0.0 kcal/mol
HOMO level (alpha / beta) = -1.32 / -4.82 eV

Each line ends with the natural charge from an NBO analysis.
CARTESIAN COORDINATES (ANGSTROEM)
O -0.358 -1.794 0.406  -0.749
C 0.676 -1.136 0.863  0.876
O 0.846 -0.924 2.085  -0.721
O 1.333 -0.471 -0.055  -0.760
C -0.632 1.366 -0.536  -0.188
O -1.028 0.337 -1.051  -0.724
Pd 0.075 -1.040 -1.158  1.027
H -1.354 2.150 -0.246  0.103
H 0.441 1.512 -0.308  0.137

No. 2
Computed, not measured: a structure of composition C2H2OS, with ωB97M-V/def2-TZVPD.

Computed properties:
frontier orbital gap = 0.3382 hartree
total energy = -14985.8770 eV
energy above the lowest of the compared OMol25 structures with the same formula, charge and spin = 42.3 kcal/mol
HOMO level = -8.78 eV

Each line ends with the natural charge from an NBO analysis.
CARTESIAN COORDINATES (ANGSTROEM)
C -0.418 0.556 -0.010  0.051
C -0.156 -0.774 -0.119  -0.503
O 1.087 1.003 -0.067  -0.656
S 1.550 -0.581 -0.034  0.620
H -1.258 1.404 0.086  0.246
H -0.804 -1.607 0.143  0.242